DFT (the ωB97M-V functional and the def2-TZVPD basis) results for the molecule C3H2N2 at a distorted geometry.

Summary:
<S²> = 2.0161
2S+1 = 3
LUMO level (spin up / spin down) = -0.4 / -1.5 eV

CARTESIAN COORDINATES (ANGSTROEM)
C -0.223 1.418 0.097
C 0.829 0.729 -0.052
C -0.853 0.126 -0.051
N 1.731 -0.319 0.053
N 1.035 -1.303 0.000
H -1.065 -0.605 0.887
H -1.454 -0.045 -0.934

Cartesian forces, eV/Å:
-0.4 2.0 0.6
-0.6 -1.1 -0.3
-1.2 -0.5 2.1
-1.7 -0.2 -0.1
2.9 -1.8 0.1
0.7 1.9 -2.2
0.3 -0.3 -0.2

Atom charges from the Mulliken analysis, given in e for atoms 1 to 6: number 1, C, carries -0.27; number 2, C, carries 0.41; number 3, C, carries -0.41; number 4, N, carries 0.01; number 5, N, carries -0.26; number 6, H, carries 0.24